A cluster of 2 separate species, C3H6O4 in total, computed with ωB97M-V with the def2-TZVPD basis set.

Structure (XYZ):
```
13
C3H6O4 | the Open Molecules 2025 dataset | ωB97M-V with the def2-TZVPD basis set
C -1.4958 -1.2186 0.1480
C -1.2902 0.0525 0.3378
C -1.1943 1.3098 0.6759
O -0.1614 2.1516 0.4579
H -1.9247 -1.6125 -0.7624
H -1.2562 -1.9390 0.9237
H -2.0128 1.8073 1.1791
H 0.5823 1.6786 0.0218
O 2.3852 0.3711 -0.0246
O 1.4088 -0.0294 -1.0047
O 1.2489 -1.4097 -1.0293
H 3.2247 0.4039 -0.4794
H 0.4854 -1.5656 -0.4437
```

Values from the calculation:
- total energy (Eh) = -418.608968
- energy relative to the best compared isomer or geometry (same formula, charge and spin) (kcal per mole) = 179.0
- maximum force (eV/A) = 1.44
- multiplicity = 1
- SMILES string = C=C=CO.OOO
- orbital gap (eV) = 9.71

Now the natural (NBO) charges, all in e: number 1, C, carries -0.51; number 2, C, carries -0.04; number 3, C, carries 0.09; number 4, O, carries -0.67; number 5, H, carries 0.22; number 6, H, carries 0.21; number 7, H, carries 0.20; number 8, H, carries 0.50; number 9, O, carries -0.46; number 10, O, carries -0.06; number 11, O, carries -0.42; number 12, H, carries 0.47; number 13, H, carries 0.47

***

A structure of composition C35H33F4N5O4ReS2, computed with ωB97M-V with the def2-TZVPD basis set.

Structure (XYZ):
```
84
C35H33F4N5O4ReS2 | the Open Molecules 2025 dataset | ωB97M-V with the def2-TZVPD basis set
Re 0.9762 -1.2012 -0.6448
C 0.3877 -3.1664 -3.0151
N 0.7745 -3.2003 -1.5887
C -0.1845 -4.0647 -0.8624
C 2.1481 -3.7219 -1.4515
C 3.1528 -2.6844 -1.9243
N 2.6594 -1.3092 -1.6865
C 3.5461 -0.2607 -1.9890
C 3.0465 0.9449 -2.5076
F 1.7261 1.0657 -2.7379
C 3.8523 2.0056 -2.8592
F 3.2759 3.0965 -3.3595
C 5.2219 1.9384 -2.7113
C 5.7476 0.7716 -2.1979
F 7.0551 0.6572 -2.0156
C 4.9460 -0.2989 -1.8359
F 5.5643 -1.3369 -1.2706
H 0.4494 -4.1718 -3.4373
H 1.0434 -2.5010 -3.5739
H -0.6393 -2.8177 -3.1079
H -0.3270 -5.0049 -1.3995
H -1.1454 -3.5580 -0.7807
H 0.1857 -4.2802 0.1363
H 2.2766 -4.6543 -2.0089
H 2.3159 -3.9316 -0.3958
H 3.3900 -2.7854 -2.9873
H 4.0692 -2.8658 -1.3745
H 5.8579 2.7702 -2.9805
S 0.9233 0.9234 0.4456
C -0.2955 1.8138 -0.3193
N -0.5869 3.0149 0.1230
C -1.4183 3.9138 -0.6835
C -2.4943 3.1368 -1.3904
N -1.9119 2.0014 -2.1169
C -2.4946 1.6337 -3.4203
C -3.6604 0.6679 -3.3401
C -4.8486 1.0529 -2.7255
C -5.9360 0.1940 -2.7043
C -5.8474 -1.0508 -3.3120
C -4.6702 -1.4342 -3.9378
C -3.5784 -0.5790 -3.9475
C -0.9960 1.2709 -1.5228
S -0.6806 -0.3001 -2.1013
C -0.0085 3.5505 1.3764
C -0.6377 2.8784 2.5773
C -1.9875 3.0858 2.8527
C -2.5923 2.4338 3.9145
C -1.8493 1.5703 4.7098
C -0.4995 1.3819 4.4556
C 0.1072 2.0327 3.3904
H -0.7727 4.4329 -1.3984
H -1.8749 4.6546 -0.0330
H -3.0116 3.7793 -2.0982
H -3.2240 2.7551 -0.6712
H -1.7019 1.2127 -4.0377
H -2.8303 2.5647 -3.8764
H -4.9408 2.0377 -2.2807
H -6.8591 0.5035 -2.2334
H -6.7024 -1.7130 -3.3149
H -4.6075 -2.3959 -4.4293
H -2.6648 -0.8715 -4.4525
H -0.2076 4.6202 1.3783
H 1.0718 3.4071 1.3727
H -2.5674 3.7833 2.2567
H -3.6379 2.6080 4.1301
H -2.3204 1.0597 5.5389
H 0.0844 0.7299 5.0931
H 1.1702 1.9121 3.2129
O -0.1568 -1.7921 1.1159
C 0.9177 -1.8457 1.7991
O 1.9987 -1.7666 1.1357
C 0.9444 -1.8646 3.2724
C 0.0840 -2.6403 4.0434
C 0.1627 -2.5828 5.4261
C 1.0568 -1.7196 6.0444
C 1.8653 -0.9225 5.2540
C 1.8489 -1.0005 3.8773
N 2.7608 0.0662 5.8819
O 2.9850 -0.0565 7.0611
O 3.1907 0.9473 5.1614
H -0.6339 -3.2939 3.5649
H -0.4840 -3.2037 6.0300
H 1.1288 -1.6511 7.1211
H 2.5187 -0.3813 3.2983
```

Values from the calculation:
- total energy (Eh) = -3201.817061
- energy relative to the best compared isomer or geometry (same formula, charge and spin) (kcal per mole) = 24.5
- maximum force (eV/A) = 2.15
- multiplicity = 2
- <S²> = 0.802
- net charge = +2
- orbital gap (alpha / beta) (eV) = 6.40 / 6.39

Now the Mulliken charges, all in e: number 1, Re, carries 1.71; number 2, C, carries -1.25; number 3, N, carries -0.12; number 4, C, carries -1.06; number 5, C, carries -1.06; number 6, C, carries -0.80; number 7, N, carries 0.42; number 8, C, carries -0.35; number 9, C, carries 0.16; number 10, F, carries 0.01; number 11, C, carries 0.03; number 12, F, carries -0.29; number 13, C, carries -0.42; number 14, C, carries 0.05; number 15, F, carries -0.27; number 16, C, carries 0.63; number 17, F, carries -0.28; number 18, H, carries 0.40; number 19, H, carries 0.35; number 20, H, carries 0.48; number 21, H, carries 0.41; number 22, H, carries 0.31; number 23, H, carries 0.41; number 24, H, carries 0.54; number 25, H, carries 0.45; number 26, H, carries 0.54; number 27, H, carries 0.48; number 28, H, carries 0.53; number 29, S, carries -0.03; number 30, C, carries 0.24; number 31, N, carries 0.35; number 32, C, carries -0.97; number 33, C, carries -0.65; number 34, N, carries 0.44; number 35, C, carries -2.08; number 36, C, carries 1.17; number 37, C, carries -0.25; number 38, C, carries -0.86; number 39, C, carries -0.44; number 40, C, carries -0.84; number 41, C, carries -0.13; number 42, C, carries -0.01; number 43, S, carries -0.27; number 44, C, carries -2.11; number 45, C, carries 0.55; number 46, C, carries -0.40; number 47, C, carries -0.85; number 48, C, carries -0.80; number 49, C, carries -0.28; number 50, C, carries 0.16; number 51, H, carries 0.29; number 52, H, carries 0.45; number 53, H, carries 0.52; number 54, H, carries 0.39; number 55, H, carries 0.68; number 56, H, carries 0.55; number 57, H, carries 0.43; number 58, H, carries 0.41; number 59, H, carries 0.42; number 60, H, carries 0.42; number 61, H, carries 0.42; number 62, H, carries 0.66; number 63, H, carries 0.72; number 64, H, carries 0.37; number 65, H, carries 0.43; number 66, H, carries 0.47; number 67, H, carries 0.37; number 68, H, carries 0.69; number 69, O, carries -0.73; number 70, C, carries 0.71; number 71, O, carries -0.68; number 72, C, carries 0.16; number 73, C, carries -0.30; number 74, C, carries -0.83; number 75, C, carries -0.20; number 76, C, carries -0.91; number 77, C, carries 0.05; number 78, N, carries 1.14; number 79, O, carries -0.61; number 80, O, carries -0.59; number 81, H, carries 0.51; number 82, H, carries 0.47; number 83, H, carries 0.55; number 84, H, carries 0.61

***

The molecule C4H5NO, computed with ωB97M-V with the def2-TZVPD basis set.

Structure (XYZ):
```
11
C4H5NO | the Open Molecules 2025 dataset | ωB97M-V with the def2-TZVPD basis set
H 0.0121 -0.4917 -2.9100
N 0.4140 -0.3768 -1.9780
C -0.5091 -0.2530 -1.1178
C -0.1961 -0.0898 0.3387
O -1.2038 -0.7657 1.0586
C 1.2003 0.0114 0.8251
C 0.4825 1.0940 0.9147
H -1.5805 -0.2824 -1.3496
H -1.1485 -0.4763 1.9777
H 2.1415 -0.4893 0.9992
H 0.3877 2.1196 1.2415
```

Values from the calculation:
- total energy (Eh) = -285.301530
- energy relative to the best compared isomer or geometry (same formula, charge and spin) (kcal per mole) = 70.9
- maximum force (eV/A) = 0.38
- multiplicity = 1
- SMILES string = [H]/N=C/C1(O)C=C1
- orbital gap (eV) = 10.70

Now the natural (NBO) charges, all in e: number 1, H, carries 0.34; number 2, N, carries -0.60; number 3, C, carries 0.12; number 4, C, carries 0.13; number 5, O, carries -0.71; number 6, C, carries -0.16; number 7, C, carries -0.21; number 8, H, carries 0.16; number 9, H, carries 0.47; number 10, H, carries 0.23; number 11, H, carries 0.23

***

The molecule C28H29N3O3, computed with ωB97M-V with the def2-TZVPD basis set.

Structure (XYZ):
```
63
C28H29N3O3 | the Open Molecules 2025 dataset | ωB97M-V with the def2-TZVPD basis set
C -8.3348 -0.0434 0.1028
C -7.5560 -0.1595 1.4148
C -6.0960 -0.3803 1.1409
C -5.5855 -1.6636 1.0034
C -4.2494 -1.8669 0.7064
C -3.3915 -0.7887 0.5466
C -1.9396 -0.9816 0.1995
N -1.6211 -0.3571 -1.0740
C -2.2747 -0.8909 -2.2439
C -0.7766 0.6956 -1.1047
O -0.2279 1.1085 -0.0939
C -0.5259 1.3000 -2.4722
C 0.3969 2.5175 -2.3799
C 1.5044 2.3345 -1.3859
N 1.8403 3.3451 -0.6677
C 2.7953 3.1985 0.2967
C 3.1484 4.3036 1.0771
C 4.0431 4.1647 2.1122
C 4.5877 2.9152 2.3982
C 4.2620 1.8125 1.6390
C 3.3818 1.9441 0.5634
N 3.0554 0.8913 -0.2625
C 3.6086 -0.4048 -0.0499
C 2.7757 -1.4370 0.3640
C 3.2901 -2.7008 0.5481
C 4.6446 -2.9561 0.3211
O 5.0494 -4.2369 0.5379
C 6.3976 -4.5664 0.3069
C 5.4720 -1.9195 -0.0981
C 4.9499 -0.6512 -0.2877
C 2.1765 1.0231 -1.3178
O 2.0125 0.1113 -2.1138
C -3.8993 0.4978 0.6839
C -5.2344 0.6978 0.9747
H -7.9599 0.7902 -0.4869
H -8.2257 -0.9531 -0.4837
H -9.3921 0.1182 0.3000
H -7.6894 0.7564 1.9939
H -7.9544 -0.9929 1.9969
H -6.2403 -2.5142 1.1302
H -3.8702 -2.8748 0.6066
H -1.6903 -2.0472 0.1537
H -1.3044 -0.4978 0.9475
H -1.5437 -1.1772 -3.0026
H -2.8401 -1.7735 -1.9531
H -2.9719 -0.1705 -2.6799
H -1.4712 1.5843 -2.9375
H -0.0520 0.5304 -3.0841
H 0.8359 2.7030 -3.3641
H -0.1582 3.4067 -2.0779
H 2.6897 5.2519 0.8468
H 4.3147 5.0185 2.7143
H 5.2732 2.8056 3.2255
H 4.6834 0.8461 1.8717
H 1.7293 -1.2342 0.5334
H 2.6627 -3.5173 0.8683
H 6.6806 -4.3947 -0.7365
H 6.4837 -5.6282 0.5323
H 7.0683 -4.0029 0.9638
H 6.5206 -2.0845 -0.2888
H 5.5916 0.1502 -0.6237
H -3.2347 1.3416 0.5659
H -5.6146 1.7038 1.0821
```

Values from the calculation:
- total energy (Eh) = -1474.405133
- energy relative to the best compared isomer or geometry (same formula, charge and spin) (kcal per mole) = 13.9
- maximum force (eV/A) = 0.93
- multiplicity = 1
- SMILES string = CCc1ccc(CN(C)C(=O)CCc2nc3ccccc3n(-c3ccc(OC)cc3)c2=O)cc1
- orbital gap (eV) = 8.54

Now the natural (NBO) charges, all in e: number 1, C, carries -0.59; number 2, C, carries -0.42; number 3, C, carries -0.01; number 4, C, carries -0.22; number 5, C, carries -0.20; number 6, C, carries -0.06; number 7, C, carries -0.24; number 8, N, carries -0.43; number 9, C, carries -0.41; number 10, C, carries 0.71; number 11, O, carries -0.66; number 12, C, carries -0.51; number 13, C, carries -0.42; number 14, C, carries 0.24; number 15, N, carries -0.39; number 16, C, carries 0.07; number 17, C, carries -0.17; number 18, C, carries -0.24; number 19, C, carries -0.19; number 20, C, carries -0.27; number 21, C, carries 0.22; number 22, N, carries -0.45; number 23, C, carries 0.20; number 24, C, carries -0.20; number 25, C, carries -0.24; number 26, C, carries 0.31; number 27, O, carries -0.49; number 28, C, carries -0.25; number 29, C, carries -0.31; number 30, C, carries -0.20; number 31, C, carries 0.61; number 32, O, carries -0.63; number 33, C, carries -0.15; number 34, C, carries -0.22; number 35, H, carries 0.20; number 36, H, carries 0.20; number 37, H, carries 0.21; number 38, H, carries 0.21; number 39, H, carries 0.21; number 40, H, carries 0.21; number 41, H, carries 0.21; number 42, H, carries 0.19; number 43, H, carries 0.25; number 44, H, carries 0.21; number 45, H, carries 0.22; number 46, H, carries 0.20; number 47, H, carries 0.23; number 48, H, carries 0.26; number 49, H, carries 0.23; number 50, H, carries 0.23; number 51, H, carries 0.22; number 52, H, carries 0.21; number 53, H, carries 0.21; number 54, H, carries 0.23; number 55, H, carries 0.23; number 56, H, carries 0.22; number 57, H, carries 0.18; number 58, H, carries 0.20; number 59, H, carries 0.18; number 60, H, carries 0.22; number 61, H, carries 0.22; number 62, H, carries 0.21; number 63, H, carries 0.21